(1)
Below is a molecular structure, C19H30N4O6PmS in a non-equilibrium geometry, with properties calculated with ωB97M-V/def2-TZVPD.

The geometry in XYZ format:
```
61
Properties=species:S:1:pos:R:3:forces:R:3
Pm 0.1557 -0.0802 0.0652 -4.9282 -1.7789 -4.4946
O 0.1559 0.1930 3.2916 0.3433 -0.2420 -0.1917
C 0.8603 -0.3781 2.4804 0.9306 0.8106 3.4278
O 0.4195 -1.2845 1.6782 -0.0222 -2.3167 1.3327
C 2.3892 -0.0719 2.3712 -0.5358 -0.5027 0.0106
C 3.0826 -1.2208 1.5983 0.3083 -0.5237 0.6535
C 4.5770 -1.2574 1.9225 -0.2033 -0.1093 -0.0396
C 5.0294 0.0666 1.2895 -0.0799 0.0316 -0.2227
C 3.7643 0.4771 0.5118 0.4328 0.7455 -0.0482
O 3.0622 -0.7485 0.2482 -0.0625 -0.0564 -0.0040
C 2.7782 1.1602 1.4739 -0.2214 0.0423 -0.6652
C 1.5677 1.6032 0.6439 2.2370 2.8686 1.0630
O 0.5000 1.9007 1.2077 0.6486 0.6134 0.4195
O 1.5763 1.3858 -0.6089 1.3460 1.2321 -0.8237
H 2.7693 0.0548 3.3865 -0.1080 0.0012 -0.1066
H 2.5547 -2.1736 1.6670 0.1487 0.1920 -0.0078
H 5.0452 -2.1115 1.4340 -0.0307 -0.0150 0.0058
H 4.7765 -1.3234 2.9871 -0.0029 -0.0037 0.1239
H 5.8863 -0.0553 0.6314 0.0162 0.0088 0.0154
H 5.2728 0.8126 2.0452 0.0795 0.0459 -0.0829
H 3.9289 1.0199 -0.4214 -0.0377 -0.1569 0.2445
H 3.1797 1.9960 2.0483 -0.0738 -0.1010 -0.0064
C -2.2666 -0.8197 -2.5482 0.0525 -0.2152 0.4035
C -2.5320 -1.7928 -1.3841 0.0662 0.3122 -0.2534
N -2.2078 -1.1812 -0.0820 -0.4148 -0.6125 0.2752
C -3.3068 -0.4241 0.5486 -0.0136 0.1919 -0.0206
C -3.5927 0.9165 -0.1218 0.4793 0.2056 0.1137
S -2.0546 1.9242 -0.3216 -0.7463 -0.0694 -0.3587
C -1.9700 2.1597 -2.1437 0.1744 -0.0879 0.3425
C -0.9565 1.2557 -2.8508 -0.0392 0.1752 -0.0401
N -0.9825 -0.1293 -2.3527 0.3818 0.0115 -0.4970
H -3.0563 -0.0744 -2.5914 0.0196 -0.0400 -0.0582
H -2.3003 -1.3746 -3.4916 -0.0053 0.0812 0.0249
H -1.8860 -2.6680 -1.5117 -0.1513 0.0983 0.0987
H -3.5801 -2.1193 -1.4284 0.1334 -0.0771 0.0314
H -1.9892 -1.9410 0.5642 -0.0462 0.0972 -0.0969
H -3.0071 -0.2197 1.5844 -0.0786 -0.1925 -0.1334
H -4.2410 -1.0088 0.5563 0.1912 0.0680 0.1129
H -4.2522 1.4976 0.5227 -0.0486 -0.0722 -0.0746
H -4.0771 0.8052 -1.0871 -0.0329 0.0532 -0.0376
H -1.6792 3.2015 -2.2826 -0.0723 -0.0755 -0.1046
H -2.9776 2.0382 -2.5359 -0.0133 0.0930 0.0036
H 0.0523 1.6447 -2.6679 -0.1750 -0.0748 -0.1163
H -1.1565 1.2975 -3.9318 0.0758 0.0696 0.1081
H -0.2516 -0.6376 -2.8551 -0.2371 0.0831 0.1741
N 0.7613 -2.1320 -1.0880 0.3588 -0.8521 -0.4478
C 1.1337 -3.1866 -1.3997 -0.4543 0.9963 0.1897
N 1.4926 -4.3610 -1.7719 0.1452 -0.5562 -0.0550
C 0.6143 -5.2095 -2.5683 -0.1221 -0.4493 -0.6353
C 1.2997 -5.4961 -3.9115 -0.3505 0.0878 0.0691
O 2.5724 -6.0514 -3.7102 0.0291 -0.1447 0.0547
C 3.4162 -5.1594 -3.0241 0.1615 0.1664 0.2444
C 2.8619 -4.8384 -1.6299 0.6493 -0.3077 -0.2523
H -0.3490 -4.7206 -2.7247 0.0998 0.0039 0.0907
H 0.4586 -6.1528 -2.0359 -0.0188 0.1048 0.0192
H 1.3837 -4.5619 -4.4901 -0.0549 -0.0955 0.0308
H 0.7295 -6.2281 -4.4848 -0.0483 0.1190 0.0449
H 3.5245 -4.2285 -3.6023 0.0384 -0.0709 0.0740
H 4.3853 -5.6531 -2.9469 -0.0261 0.1297 0.0577
H 3.4694 -4.0772 -1.1394 -0.0770 -0.0336 0.0080
H 2.8537 -5.7483 -1.0224 -0.0141 0.0935 0.0068
```
Positions in Å, forces in eV/Å.

Computed properties:
- Spin multiplicity: 5
- Gap between HOMO and LUMO (alpha / beta): 9.647 / 9.638 eV
- Total charge: +1
- LUMO energy (alpha / beta): -2.33 / -2.33 eV

(2)
Below is 3 unconnected molecules or ions with the total composition C19H30NO8 in a non-equilibrium geometry, with properties calculated with ωB97M-V/def2-TZVPD.

The geometry in XYZ format:
```
58
Properties=species:S:1:pos:R:3:forces:R:3
O 4.6410 -3.6823 -2.7321 -5.0092 3.8515 -0.0945
C 3.5382 -2.9425 -2.5709 -0.0220 -2.8238 4.7679
O 2.7325 -2.9900 -1.3062 3.7394 0.6219 -6.5165
C 2.9033 -1.9374 -3.7473 0.5427 -1.6996 0.7946
N 2.8102 -0.5692 -3.1089 0.3721 0.5675 -1.5406
C 2.1144 0.4470 -3.9873 0.3983 0.5055 -1.4632
C 0.5743 0.0697 -4.4039 0.2500 1.1318 -0.3361
C -0.5028 0.0800 -3.1654 -0.6834 -0.7424 -0.2241
C -1.7467 -0.9666 -3.5588 -3.2583 -2.6577 -0.2162
C -2.6907 -1.6528 -2.3608 -1.0700 -1.0101 -4.3101
C -3.9216 -2.6678 -2.7827 1.8324 1.2012 -2.6341
C -4.2509 -3.0848 -4.3500 3.3497 2.9048 0.2867
C -3.3349 -2.4294 -5.5413 0.5151 0.8637 4.5443
C -2.1406 -1.3881 -5.1001 -1.2225 -1.1364 1.7205
H 3.6043 -2.0046 -4.6824 -1.1578 0.3293 1.4963
H 1.8677 -2.4188 -4.0336 1.9419 1.2637 0.7666
H 3.8179 -0.2292 -3.0628 -1.7521 -0.6126 0.2160
H 2.1932 1.5526 -3.5451 -0.2969 -2.5331 -0.5816
H 2.7377 0.4875 -5.0041 -1.4781 0.1369 1.5776
H 0.2010 0.9050 -5.1707 0.9269 -1.7579 1.5435
H 0.6121 -0.9291 -5.0188 -0.3098 1.8265 1.5713
H 0.0113 -0.2083 -2.1338 -1.1304 0.1580 -2.3406
H -0.9868 1.1541 -2.9726 1.1150 -2.2760 -0.7241
H -2.4961 -1.4188 -1.2278 -0.3942 -0.5373 -2.5304
H -4.6253 -3.1459 -1.9597 1.7893 1.1736 -1.8106
H -5.1176 -3.8231 -4.6695 1.9960 1.7106 1.0380
H -3.5266 -2.7015 -6.6877 0.5476 0.7504 2.9005
H -1.4894 -0.9371 -5.9932 -1.5896 -1.0725 2.2816
C 0.3725 0.6162 1.2103 -0.1066 0.3345 0.1660
C 1.7948 0.6152 0.6789 -0.2893 -0.9721 0.2255
O 2.0848 1.8506 0.0138 0.6188 1.4603 0.6306
C 2.4200 2.8876 0.8213 -0.3693 -0.8118 0.2586
O 2.4987 2.8528 2.0408 -0.0145 0.2594 -1.5738
O 2.6333 3.9770 0.0427 -0.0174 -0.6152 0.4522
C 2.9364 5.1614 0.7767 0.1127 0.3440 0.1569
H -0.3375 0.8560 0.4119 0.1047 -0.1641 0.0162
H 0.1157 -0.3592 1.6329 0.0774 0.0628 -0.1230
H 0.2428 1.3747 1.9889 0.0481 -0.1036 -0.0138
H 1.9047 -0.1802 -0.0652 0.1734 0.2806 -0.1280
H 2.5224 0.4155 1.4738 -0.1168 0.2599 -0.1531
H 3.7687 4.9979 1.4688 -0.2718 -0.0497 -0.0290
H 2.0474 5.5046 1.3152 0.2036 -0.1032 0.0706
H 3.2307 5.9366 0.0640 -0.1229 -0.3372 -0.0885
C 0.1056 1.3867 5.3020 -0.2211 0.2035 0.0552
C -0.0497 -0.1235 5.3191 0.4661 0.3953 -0.5821
O -0.8638 -0.5337 6.4244 -1.3253 -0.2671 0.0836
C -2.2032 -0.4289 6.2378 0.1585 0.4106 -0.6563
O -2.7588 -0.0284 5.2252 0.7116 -0.6572 1.5502
O -2.8205 -0.8268 7.3776 0.4734 0.1468 -0.7188
C -4.2409 -0.7077 7.3373 -0.4783 -0.0013 0.0188
H 0.4725 1.7478 6.2685 0.0927 -0.1312 -0.1309
H 0.8035 1.6961 4.5190 -0.0436 -0.0661 0.0766
H -0.8551 1.8801 5.1228 0.1099 -0.1402 -0.0883
H 0.9316 -0.5887 5.4568 -0.3081 -0.0753 0.2354
H -0.4538 -0.4984 4.3717 -0.1192 0.0928 0.2768
H -4.6575 -1.2151 6.4614 0.1395 0.2367 0.0792
H -4.5273 0.3487 7.3448 0.0054 -0.1775 -0.1706
H -4.6471 -1.1832 8.2342 0.3663 0.0481 -0.0790
```
Positions in Å, forces in eV/Å.

Computed properties:
- Spin multiplicity: 1
- Gap between HOMO and LUMO: 6.153 eV
- Total charge: -1
- LUMO energy: 2.24 eV

(3)
Below is a molecular structure, C19H31AlBrCaF3O5PS in a non-equilibrium geometry, with properties calculated with ωB97M-V/def2-TZVPD.

The geometry in XYZ format:
```
63
Properties=species:S:1:pos:R:3:forces:R:3
C -4.4512 -0.8953 1.6137 -0.7567 0.4779 0.3617
C -4.8896 -2.4567 1.9019 -1.3170 -0.4013 -1.0439
C -5.7863 -2.6261 3.3041 0.8617 -1.0574 -0.0046
C -5.9657 -2.8422 0.6799 0.0590 0.7494 -0.0256
C -3.6743 -3.5472 1.7758 0.1874 0.7705 -0.5523
C -2.2843 -3.1475 2.5443 1.0651 -1.0005 0.5373
C -1.4689 -4.5916 2.7687 -1.0164 -0.1038 -0.6612
C -2.4771 -2.5209 4.0517 1.1379 0.2718 0.3644
C -1.2457 -2.2378 1.5997 2.3654 2.4059 -2.2750
C -0.5642 -0.8168 2.0934 0.7771 -1.4864 -3.5377
C 0.5108 0.0432 1.1445 -1.3247 -2.7115 -1.1996
C 0.9950 -0.4678 -0.3620 -3.4705 -1.4262 2.2010
O 1.9932 0.2802 -1.1944 -1.4294 -3.3463 2.6775
C 3.2219 -0.5739 -1.0822 1.3329 -1.5507 0.1886
C 4.5392 0.2437 -0.5466 0.5792 -0.0890 0.8746
O 4.3987 1.7079 -0.5358 0.7774 -2.2723 -1.6810
C 4.6406 2.2571 -1.8800 0.2865 1.0713 -0.1169
C 5.2730 3.7674 -1.6994 0.3956 -1.1984 -0.0692
Al 4.3414 5.0942 -2.9796 3.0695 0.9614 1.9364
P 5.6615 5.1361 -4.9308 -0.6102 -0.7320 -2.2897
O 4.6611 5.6724 -6.2656 2.7394 0.2181 0.3837
Br 7.3197 6.6332 -4.4502 -0.8875 0.0319 0.0319
S 2.1682 4.5450 -3.4225 -1.9354 0.0009 -8.5339
O 1.5644 5.6817 -4.3120 1.3627 -3.1406 4.1237
O 2.0441 3.2309 -4.2886 -0.3437 2.8105 4.0261
C 1.0753 4.3515 -1.9135 1.4245 2.2147 4.4623
F 1.4352 3.2177 -1.0238 -2.1112 3.2709 -2.6322
F 0.9804 5.5898 -1.1058 -0.0944 -5.0368 -2.7840
F -0.3228 4.0598 -2.4067 2.4560 4.9807 0.1364
C 0.2806 -1.8857 -0.8781 -0.7099 1.3756 3.0939
C -0.7952 -2.7453 0.0713 1.8575 3.3427 0.6747
H -5.3711 -0.2274 1.9774 2.0244 -1.3711 -0.7401
H -4.3168 -0.6365 0.4664 -0.1507 -0.8678 2.2347
H -3.4948 -0.5404 2.1860 -1.8202 -0.7759 -1.0595
H -5.5382 -3.7154 3.7226 -0.5605 2.3525 -0.7912
H -5.4645 -1.8616 4.1305 -0.8437 -1.3817 -1.6247
H -6.9509 -2.6415 3.0888 2.5635 0.4738 0.4655
H -6.8387 -3.5315 1.0456 1.7754 1.2749 -0.6848
H -5.4221 -3.3586 -0.2199 -1.0407 1.0285 1.6640
H -6.4283 -1.8102 0.3053 0.7901 -2.3491 0.7170
H -3.4016 -3.6438 0.6185 -0.6010 0.1339 2.4798
H -4.0682 -4.5992 2.1338 0.9003 2.1264 -0.5796
H -0.3337 -4.4435 3.0084 -2.2423 -0.3131 -0.5525
H -2.0036 -5.2044 3.6232 1.1384 1.3450 -1.6367
H -1.6642 -5.2014 1.7641 0.8842 1.1698 2.1578
H -2.9915 -3.2718 4.8190 0.9309 1.5659 -2.0197
H -3.0103 -1.4803 4.0910 0.8434 -2.0802 -0.1729
H -1.3785 -2.3470 4.4825 -2.3208 -0.3803 -0.8702
H -0.8272 -0.3701 3.1527 0.6377 -1.0330 -2.4606
H 0.9388 1.0326 1.5997 -0.7296 -2.1303 -1.0156
H 3.0109 -1.4355 -0.2827 0.4409 1.9360 -1.8184
H 3.4571 -1.1384 -2.1058 -0.7419 1.5591 2.0136
H 4.7706 -0.0764 0.5799 -0.7020 0.7790 -2.4712
H 5.4874 -0.0831 -1.1833 -2.0418 0.6899 1.2000
H 3.6111 2.2370 -2.4490 1.9070 0.0217 0.9151
H 5.4176 1.6417 -2.5204 -1.6117 0.8985 1.4192
H 5.1822 4.1979 -0.6097 -0.0390 -1.1546 -1.9910
H 6.4414 3.6606 -1.9158 -2.5083 0.4380 0.4413
H 4.3366 6.5083 -2.2503 -0.6597 -0.0191 -0.0439
H 5.3166 5.7657 -7.0325 -1.4752 -0.2706 1.3557
H 0.6179 -2.2553 -1.9466 -0.8919 0.5885 2.4745
H -1.2042 -3.7352 -0.4271 0.8821 2.2816 1.3203
Ca -1.0584 2.4078 -2.1237 -1.4652 -5.9373 1.0069
```
Positions in Å, forces in eV/Å.

Computed properties:
- Spin multiplicity: 1
- Gap between HOMO and LUMO: 2.592 eV
- Total charge: +1
- LUMO energy: -6.53 eV

(4)
Below is 3 unconnected molecules or ions with the total composition C19H31BFO3P2S in a non-equilibrium geometry, with properties calculated with ωB97M-V/def2-TZVPD.

The geometry in XYZ format:
```
58
Properties=species:S:1:pos:R:3:forces:R:3
C 3.6474 1.3612 0.4957 0.1193 -0.2033 0.0053
C 2.7879 0.3270 1.3007 0.6973 0.5838 -0.3892
S 1.2009 1.0439 1.9318 0.2521 -0.2649 -0.3134
C 0.7160 2.3536 0.7357 0.7253 0.9443 -0.0078
B -0.9002 2.5641 0.5591 1.1281 -0.7789 1.0236
F -1.4472 2.8939 1.8553 -0.0557 -0.0294 -0.7216
P -1.9246 1.0611 -0.1115 -2.1021 0.1869 -0.6382
C -1.1735 0.2061 -1.5950 0.7000 -0.7909 0.6250
C 0.3145 -0.2650 -1.4952 0.1389 -0.3076 -0.9122
C -2.4939 -0.1392 1.2055 0.8538 -1.0106 -0.4890
C -1.5124 -1.2826 1.6308 -1.0085 -0.5241 0.8062
P -1.1181 4.0722 -0.6880 -0.9770 1.3387 1.5150
O -1.1134 5.3744 0.0759 0.1819 -1.3584 -1.7409
O -2.6090 3.8746 -1.4673 1.8707 0.8234 0.2493
O 0.0889 4.0080 -1.8588 -1.2729 0.4729 0.3239
H 4.7272 1.2372 0.7140 -0.5102 -0.0491 -0.0730
H 3.5367 1.2527 -0.5961 -0.1207 0.0256 0.3975
H 3.3821 2.3993 0.7528 0.0714 -0.4584 -0.0307
H 3.4261 0.0098 2.1475 -0.7316 0.2022 -0.0381
H 2.6138 -0.5944 0.7125 -0.0717 0.5362 0.1102
H 1.1167 3.3105 1.1476 -0.1631 -0.5070 -0.2299
H 1.2273 2.2422 -0.2396 -0.2018 -0.3567 0.4990
H -1.7816 -0.7002 -1.7962 0.0986 0.5050 0.1773
H -1.3206 0.8452 -2.4899 0.1047 -0.1758 0.5056
H 0.4739 -1.1213 -2.1912 -0.0044 0.4423 0.2853
H 1.0354 0.5135 -1.8173 -0.3631 -0.2201 0.2857
H 0.6222 -0.6126 -0.5008 -0.3176 0.3039 -0.1543
H -2.8558 0.4551 2.0624 0.3966 -0.0850 -0.3633
H -3.3965 -0.6421 0.8004 0.4083 0.4142 0.0443
H -2.1408 -2.1714 1.8795 0.4077 0.3377 -0.1049
H -0.9586 -1.0676 2.5600 0.0161 0.1431 -0.6171
H -0.8210 -1.6154 0.8448 -0.1755 0.3731 0.2036
H -2.4753 3.4867 -2.3328 -0.1130 -0.2387 -0.2632
H 0.2861 3.0971 -2.0873 0.0272 -0.3065 0.0488
C 1.5595 0.2163 -5.3086 -0.0138 0.0004 -0.0361
C 2.0355 -1.0882 -5.3410 -0.0126 -0.0043 -0.0283
C 1.7552 -1.9036 -6.4304 -0.0144 0.0658 -0.0163
C 1.0059 -1.4111 -7.4921 0.0185 0.0244 0.0459
C 0.5327 -0.1052 -7.4609 0.0190 -0.0222 0.0295
C 0.8059 0.7074 -6.3674 0.0318 -0.0457 -0.0067
H 1.7751 0.8502 -4.4575 -0.0154 -0.0240 -0.0010
H 2.6244 -1.4695 -4.5159 -0.0359 0.0106 0.0031
H 2.1210 -2.9229 -6.4524 -0.0007 0.0165 0.0010
H 0.7909 -2.0454 -8.3434 -0.0039 0.0094 0.0152
H -0.0503 0.2792 -8.2889 0.0007 -0.0082 0.0221
H 0.4323 1.7235 -6.3405 0.0082 -0.0155 0.0060
C -2.0024 -1.5545 5.4800 -0.0094 -0.0110 0.0222
C -2.7272 -2.6605 5.9058 0.0582 -0.0047 0.0173
C -2.1035 -3.6591 6.6438 0.0341 0.0428 -0.0010
C -0.7559 -3.5469 6.9636 -0.0314 0.0281 -0.0266
C -0.0319 -2.4388 6.5401 -0.0632 -0.0160 -0.0111
C -0.6537 -1.4444 5.7950 0.0061 -0.0042 0.0322
H -2.4872 -0.7779 4.9015 0.0320 -0.0168 -0.0151
H -3.7791 -2.7447 5.6612 0.0222 0.0000 -0.0134
H -2.6675 -4.5247 6.9702 0.0060 0.0142 0.0007
H -0.2701 -4.3232 7.5426 -0.0047 0.0086 -0.0129
H 1.0184 -2.3505 6.7903 -0.0158 -0.0005 -0.0179
H -0.0885 -0.5833 5.4598 -0.0250 -0.0156 -0.0274
```
Positions in Å, forces in eV/Å.

Computed properties:
- Spin multiplicity: 1
- Gap between HOMO and LUMO: 5.957 eV
- Total charge: -1
- LUMO energy: 2.51 eV